1.
Here is an isolated molecule of C5H10O2 from OMol25. Energies are from ωB97M-V with the def2-TZVPD basis set.

Output
- largest force on an atom (hartree/bohr) = 0.00758
- relative energy (zero: lowest compared OMol25 entry of this formula, charge and spin) (eV) = 1.5279
- SMILES = OC[C@H]1CCOC1
- lowest unoccupied orbital energy (eV) = 0.91
- HOMO (eV) = -9.70

Structure (ORCA input):
```
! RIJCOSX wB97M-V def2-TZVPD def2/J DEFGRID3
* xyz 0 1
O 2.5045 -0.1287 0.9241
C 1.6288 -0.7271 -0.0113
C 0.1646 -0.4268 0.2799
C -0.2190 1.0513 0.1528
C -1.7340 0.9607 -0.0130
O -1.9903 -0.2596 -0.6948
C -0.8287 -1.0775 -0.6879
H 2.2982 0.8059 0.9597
H 1.8721 -0.4085 -1.0402
H 1.8193 -1.8032 0.0555
H -0.0635 -0.7539 1.3027
H 0.0640 1.6444 1.0284
H 0.2489 1.4980 -0.7351
H -2.1625 1.7832 -0.5968
H -2.2223 0.9441 0.9729
H -0.4163 -1.1340 -1.7086
H -1.1091 -2.0924 -0.3838
*
```

Mulliken atomic charge list, values in e, 5 entries:
1. O -0.512
2. C -0.783
3. C 0.489
4. C -0.761
5. C -0.505

2.
Here is a structure of composition C23H47F3N4ORhS2 in a non-equilibrium geometry from OMol25. Energies are from ωB97M-V with the def2-TZVPD basis set.

Output
- largest force on an atom (hartree/bohr) = 0.03393
- relative energy (zero: lowest compared OMol25 entry of this formula, charge and spin) (eV) = 0.0000
- lowest unoccupied orbital energy (eV) = -2.95
- HOMO (eV) = -10.91

Structure (ORCA input):
```
! RIJCOSX wB97M-V def2-TZVPD def2/J DEFGRID3
* xyz 1 1
Rh 0.3026 -0.4405 1.2089
N -0.1993 0.9511 2.7198
C 0.3512 0.5576 4.0316
C 1.8578 0.4146 4.0469
C 2.4154 -0.7463 3.2417
N 2.3409 -0.4414 1.8091
H 0.0621 1.8875 2.4077
H -1.2122 0.9862 2.7841
H -0.0999 -0.4074 4.2802
H 0.0304 1.2656 4.7977
H 2.1696 0.3124 5.0870
H 2.3257 1.3387 3.6861
H 1.8775 -1.6775 3.4328
H 3.4284 -0.8962 3.5490
H 2.8254 -1.1003 1.2068
H 2.7673 0.4621 1.6128
O -1.5340 2.9749 0.8309
S -2.0249 1.9551 -0.1572
C -3.8553 2.0412 -0.1297
C -4.3545 2.3767 -1.5285
C -3.3179 3.3381 -2.1003
C -1.9849 2.6559 -1.8345
H -4.0435 2.8619 0.5651
H -4.2508 1.1201 0.2907
H -5.3560 2.8045 -1.4950
H -4.4051 1.4743 -2.1431
H -3.3580 4.2939 -1.5747
H -3.4677 3.5338 -3.1619
H -1.1159 3.2979 -1.8829
H -1.8357 1.8040 -2.5033
C 1.3139 3.7947 -1.9956
C 2.3030 2.8641 -1.2984
C 3.2884 2.3066 -2.3372
C 3.0793 3.6690 -0.2431
C 1.6460 1.7311 -0.6077
C 1.1171 0.8383 0.0134
H 1.8686 4.6031 -2.4745
H 0.6225 4.2380 -1.2782
H 0.7559 3.2691 -2.7700
H 3.8055 3.1251 -2.8406
H 2.7633 1.7172 -3.0909
H 4.0339 1.6685 -1.8614
H 3.5720 4.5226 -0.7115
H 3.8463 3.0514 0.2273
H 2.4048 4.0404 0.5292
C -4.2741 -4.9499 -3.5224
C -3.5135 -5.9949 -2.7112
C -2.2082 -5.4741 -2.1147
C -2.4464 -4.4205 -1.0382
N -1.2197 -3.9379 -0.4126
C -0.4680 -2.9361 -0.8473
S 0.8616 -2.4545 0.1703
N -0.7198 -2.3717 -2.0096
C -0.0286 -1.2266 -2.6043
C 0.3793 -1.5014 -4.0448
C 1.5352 -2.4868 -4.2222
C 1.1780 -3.9540 -3.9890
H -5.1721 -5.3790 -3.9648
H -3.6569 -4.5661 -4.3386
H -4.5927 -4.1037 -2.9109
H -3.2833 -6.8493 -3.3493
H -4.1508 -6.3777 -1.9086
H -1.5789 -5.0587 -2.9101
H -1.6390 -6.2958 -1.6747
H -3.0655 -4.8316 -0.2408
H -2.9899 -3.5565 -1.4279
H -0.9693 -4.2943 0.4951
H -1.4648 -2.7703 -2.5637
H 0.8349 -0.9960 -1.9845
H -0.7003 -0.3668 -2.5530
H 0.6556 -0.5389 -4.4815
H -0.4932 -1.8470 -4.6131
H 2.3553 -2.1965 -3.5588
H 1.9158 -2.3774 -5.2394
H 1.0090 -4.1791 -2.9353
H 1.9822 -4.6041 -4.3324
H 0.2775 -4.2284 -4.5455
F -2.3728 -1.3086 0.0764
C -1.7331 -0.9002 1.1998
F -2.6022 -0.0042 1.7574
F -1.7658 -1.9686 2.0679
*
```

Mulliken atomic charge list, values in e, 5 entries:
1. Rh 1.230
2. N -0.482
3. C -0.605
4. C -0.640
5. C -0.696

3.
Here is a cluster of 9 separate species, C44H113N11O16 in total in a non-equilibrium geometry from OMol25. Energies are from ωB97M-V with the def2-TZVPD basis set.

Output
- largest force on an atom (hartree/bohr) = 0.04313
- relative energy (zero: lowest compared OMol25 entry of this formula, charge and spin) (eV) = 0.0000
- SMILES = COCCNCCOC.COCCNCCOC.COCCNCCOC.COCCNCCOC.COCCNCCOC.COCCNCCOC.COCCNCCOC.NC(N)=O.NC(N)=O
- lowest unoccupied orbital energy (eV) = 0.35
- HOMO (eV) = -8.29

Structure (ORCA input):
```
! RIJCOSX wB97M-V def2-TZVPD def2/J DEFGRID3
* xyz 0 1
C 0.1943 5.0115 0.6651
O -0.4146 6.2185 0.1886
C -1.8330 6.1558 0.2105
C -2.4280 5.2426 -0.8160
N -2.3538 5.7416 -2.1883
C -2.9117 4.7348 -3.0749
C -2.6861 5.0419 -4.5658
O -1.2912 4.8524 -4.8094
C -0.8874 5.3068 -6.0939
H 0.9015 4.7070 -0.1028
H -0.5280 4.2586 0.9795
H 0.7349 5.3053 1.5719
H -2.2664 7.1571 0.1571
H -2.1146 5.7620 1.1964
H -3.4597 4.9519 -0.5627
H -1.8613 4.3073 -0.7622
H -3.0317 6.4975 -2.2537
H -4.0049 4.6869 -2.9506
H -2.5322 3.7178 -2.9593
H -3.0493 6.0421 -4.8111
H -3.1665 4.2628 -5.1640
H -0.5466 6.3429 -6.0129
H -1.6587 5.1785 -6.8533
H -0.0054 4.7240 -6.3704
C -2.3150 -5.5950 -1.6137
O -2.4024 -6.8764 -2.2109
C -1.6033 -7.8826 -1.6155
C -0.0986 -7.6969 -1.8085
N 0.2132 -7.6101 -3.2359
C 1.6618 -7.4615 -3.4759
C 2.3344 -6.2002 -2.9815
O 1.5599 -5.0853 -3.3896
C 2.1200 -3.8645 -2.9566
H -2.5133 -4.8577 -2.3878
H -1.3537 -5.4341 -1.1218
H -3.0572 -5.4724 -0.8171
H -1.8927 -8.8332 -2.0635
H -1.8945 -7.9393 -0.5582
H 0.3551 -8.5810 -1.3545
H 0.2727 -6.7915 -1.3146
H -0.1395 -6.7144 -3.5659
H 1.7435 -7.5540 -4.5618
H 2.2472 -8.3028 -3.0930
H 3.3548 -6.0995 -3.3698
H 2.4367 -6.1980 -1.8876
H 2.0569 -3.7221 -1.8736
H 1.5562 -3.0646 -3.4351
H 3.1537 -3.7664 -3.3025
C -0.0056 3.2563 6.1704
O 1.1701 3.8568 5.7135
C 1.0909 5.2826 5.6181
C 2.2983 5.6565 4.7689
N 3.4881 5.0145 5.3610
C 4.5855 5.0138 4.3978
C 5.6819 4.1297 4.9400
O 5.0401 2.8274 4.8866
C 5.8871 1.7330 5.1240
H 0.2576 2.2317 6.4493
H -0.8168 3.1787 5.4377
H -0.4588 3.6541 7.0865
H 1.0883 5.6839 6.6327
H 0.2012 5.6075 5.0671
H 2.4691 6.7376 4.8546
H 2.1255 5.5186 3.6942
H 3.1682 4.0600 5.4844
H 4.9470 6.0174 4.1596
H 4.2378 4.5877 3.4497
H 5.9317 4.2725 5.9920
H 6.5640 4.1225 4.2941
H 6.4278 1.4885 4.1949
H 5.2932 0.8379 5.3093
H 6.6343 1.9781 5.8850
C 6.1625 5.3640 0.9211
O 5.4796 4.4646 0.0863
C 4.6018 3.5943 0.7754
C 4.5009 2.3692 -0.1182
N 5.5966 1.4389 0.1953
C 5.7680 0.3523 -0.7710
C 4.5912 -0.5997 -0.7488
O 4.1348 -0.7830 0.5704
C 2.9499 -1.5147 0.6788
H 6.7881 4.9332 1.7081
H 5.4774 6.1224 1.3178
H 6.8701 5.9623 0.3409
H 3.6084 3.9869 1.0319
H 5.0136 3.2807 1.7420
H 4.4036 2.5792 -1.1872
H 3.5388 1.8502 0.0374
H 5.2035 0.9233 0.9802
H 6.6325 -0.2184 -0.4102
H 5.9646 0.7514 -1.7657
H 4.8260 -1.5464 -1.2518
H 3.7991 -0.1572 -1.3730
H 2.4847 -1.2959 1.6419
H 3.1040 -2.5966 0.6215
H 2.2043 -1.1763 -0.0473
C 2.2506 1.7691 3.3640
O 1.3500 1.4407 2.3502
C 0.0091 1.7291 2.7052
C -0.9321 1.0196 1.7470
N -1.3028 1.7061 0.5250
C -0.1749 1.9000 -0.4055
C 0.2363 0.5786 -1.0329
O -0.8218 0.0642 -1.8222
C -0.4994 -1.1803 -2.4331
H 2.2296 1.0747 4.2225
H 2.0765 2.7491 3.8152
H 3.3110 1.7026 3.1135
H -0.1989 2.8027 2.6103
H -0.1698 1.3894 3.7291
H -1.8506 0.8896 2.3318
H -0.5990 -0.0122 1.5749
H -2.0580 1.2393 0.0419
H 0.5974 2.4623 0.1075
H -0.5449 2.5018 -1.2425
H 0.4490 -0.2150 -0.3118
H 1.1286 0.7765 -1.6435
H -0.0345 -1.8746 -1.7348
H 0.0653 -1.0026 -3.3517
H -1.4702 -1.5630 -2.7522
C -2.8706 -2.4755 5.0989
O -1.8471 -2.3227 4.1313
C -0.5633 -2.3561 4.7214
C 0.5604 -2.2477 3.6815
N 1.0029 -3.5574 3.1643
C 0.0314 -4.0706 2.1848
C 0.4174 -5.4613 1.7503
O 0.2227 -6.3999 2.7909
C 0.5972 -7.7145 2.4205
H -2.8003 -1.6747 5.8433
H -2.7483 -3.4147 5.6454
H -3.8708 -2.4420 4.6742
H -0.4285 -3.1631 5.4514
H -0.4054 -1.4946 5.3950
H 1.3928 -1.8220 4.2470
H 0.3233 -1.6780 2.7857
H 1.1196 -4.2416 3.9020
H 0.1852 -3.5277 1.2493
H -0.9873 -4.0338 2.5679
H 1.4584 -5.4783 1.4023
H -0.2600 -5.7686 0.9399
H 0.3119 -8.3824 3.2321
H 1.6824 -7.7924 2.3257
H 0.0458 -8.0115 1.5257
C -4.9668 1.7212 -3.5375
O -5.2628 0.4333 -4.0801
C -4.0733 -0.3354 -3.9620
C -4.1835 -1.7265 -4.5057
N -4.9997 -2.5163 -3.5891
C -5.4588 -3.8133 -4.1257
C -6.5473 -4.3350 -3.2329
O -7.6918 -3.4947 -3.3733
C -8.8857 -4.0511 -2.9188
H -5.9276 2.2324 -3.5787
H -4.2964 2.2460 -4.2227
H -4.5617 1.6685 -2.5271
H -3.7769 -0.4459 -2.9164
H -3.2718 0.2058 -4.4793
H -3.2190 -2.2265 -4.6124
H -4.6289 -1.6296 -5.5083
H -5.8135 -1.9808 -3.3048
H -4.5642 -4.4366 -4.0825
H -5.8604 -3.7982 -5.1442
H -6.2792 -4.4051 -2.1749
H -6.8219 -5.3552 -3.5233
H -8.8796 -4.1128 -1.8241
H -9.1262 -5.0330 -3.3448
H -9.7509 -3.4454 -3.1938
N -3.5505 -0.9785 -0.5088
C -2.9472 -1.7484 0.4317
N -3.3618 -1.5183 1.7123
O -2.0510 -2.5568 0.1889
H -4.4413 -0.5823 -0.2792
H -3.1264 -0.9398 -1.4124
H -3.8394 -0.6522 1.8817
H -2.7561 -1.8893 2.4357
N 0.4192 2.9994 -3.6945
C 1.7559 3.0661 -3.5680
N 2.3198 4.2406 -3.9968
O 2.4291 2.1203 -3.1498
H -0.0158 2.1190 -3.4732
H -0.2199 3.7266 -4.0458
H 1.7567 5.0034 -4.3164
H 3.2549 4.3712 -3.6520
*
```

Mulliken atomic charge list, values in e, 5 entries:
1. C -0.057
2. O -0.502
3. C -0.790
4. C 0.861
5. N -0.382

4.
Here is an isolated molecule of C5H9NO from OMol25. Energies are from ωB97M-V with the def2-TZVPD basis set.

Output
- largest force on an atom (hartree/bohr) = 0.00882
- relative energy (zero: lowest compared OMol25 entry of this formula, charge and spin) (eV) = 0.7905
- SMILES = C[C@@H]1C(=O)N[C@@H]1C
- lowest unoccupied orbital energy (eV) = 0.92
- HOMO (eV) = -9.66

Structure (ORCA input):
```
! RIJCOSX wB97M-V def2-TZVPD def2/J DEFGRID3
* xyz 0 1
C -0.7309 0.5048 -1.5553
C 0.4378 0.6376 -0.5779
C 1.4966 -0.4760 -0.6393
O 2.1856 -0.9549 -1.5066
N 1.3403 -0.7514 0.6918
C 0.2768 0.2291 0.9247
C -1.0531 -0.3499 1.3707
H -0.6298 -0.4004 -2.1622
H -0.7779 1.3558 -2.2393
H -1.6929 0.4533 -1.0371
H 0.9190 1.6172 -0.6586
H 1.8177 -1.4035 1.2992
H 0.5841 1.0241 1.6161
H -1.3872 -1.1407 0.6919
H -1.8205 0.4328 1.4066
H -0.9656 -0.7780 2.3753
*
```

Mulliken atomic charge list, values in e, 5 entries:
1. C -1.321
2. C 0.312
3. C 0.171
4. O -0.621
5. N -0.107

Number 1: Kohn-Sham gap 10.604 eV. Number 2: Kohn-Sham gap 7.965 eV. Number 3: Kohn-Sham gap 8.644 eV. Number 4: Kohn-Sham gap 10.580 eV.